{
  "formula": "C30H39N4O2S2",
  "method": "wB97M-V/def2-TZVPD",
  "lumo_ha": -0.1683,
  "smiles": "COC[n+]1cc(OC#N)c2c(CC[C@@H](C)CCC=C(C)C)ccc(CCCSC(=S)n3ccnc3)c2c1C",
  "gap_ev": 4.63,
  "mol_weight_g_mol": 551.80,
  "charge": 1,
  "symbols": ["C", "O", "C", "N", "C", "C", "O", "C", "N", "C", "C", "C", "C", "C", "C", "C", "C", "C", "C", "C", "C", "C", "C", "C", "C", "C", "C", "S", "C", "S", "N", "C", "C", "N", "C", "C", "C", "C", "H", "H", "H", "H", "H", "H", "H", "H", "H", "H", "H", "H", "H", "H", "H", "H", "H", "H", "H", "H", "H", "H", "H", "H", "H", "H", "H", "H", "H", "H", "H", "H", "H", "H", "H", "H", "H", "H", "H"],
  "coordinates": [[-0.50, 4.94, 3.76], [-1.68, 5.42, 3.08], [-1.44, 5.69, 1.73], [-0.91, 4.50, 0.97], [0.47, 4.60, 0.66], [1.18, 3.58, -0.06], [2.55, 3.85, -0.34], [2.54, 4.48, -1.56], [2.53, 4.99, -2.59], [0.46, 2.33, -0.45], [1.17, 1.21, -1.16], [2.71, 1.23, -1.50], [3.34, -0.23, -1.66], [4.93, -0.23, -1.84], [5.54, 1.23, -1.93], [5.68, -1.14, -0.77], [5.08, -2.61, -0.70], [4.60, -2.94, 0.77], [3.94, -4.12, 1.12], [2.51, -4.17, 1.78], [4.65, -5.53, 0.89], [0.42, 0.03, -1.57], [-1.04, -0.05, -1.23], [-1.77, 1.00, -0.49], [-3.27, 0.70, -0.17], [-3.79, -0.76, -0.42], [-4.23, -1.04, -1.93], [-5.04, -2.71, -2.01], [-6.62, -2.50, -1.08], [-7.68, -1.35, -1.60], [-6.83, -3.34, 0.08], [-6.77, -4.72, -0.19], [-6.98, -5.26, 1.17], [-7.16, -4.20, 2.06], [-7.07, -2.99, 1.41], [-1.01, 2.26, -0.10], [-1.69, 3.41, 0.61], [-3.20, 3.47, 0.98], [0.45, 5.44, 3.41], [-0.59, 5.10, 4.87], [-0.44, 3.83, 3.56], [-0.72, 6.55, 1.60], [-2.38, 6.03, 1.20], [1.04, 5.53, 0.96], [3.22, 1.65, -0.58], [2.93, 1.84, -2.42], [2.89, -0.80, -2.51], [3.13, -0.74, -0.67], [5.14, -0.72, -2.84], [5.21, 1.79, -2.85], [6.66, 1.10, -2.02], [5.37, 1.82, -0.99], [6.75, -1.23, -1.12], [5.72, -0.66, 0.25], [4.21, -2.79, -1.38], [5.88, -3.37, -0.98], [4.81, -2.22, 1.62], [2.16, -5.25, 1.84], [2.50, -3.75, 2.83], [1.73, -3.63, 1.17], [4.22, -6.26, 1.64], [5.75, -5.43, 1.09], [4.41, -5.86, -0.16], [0.87, -0.83, -2.14], [-1.54, -1.00, -1.58], [-3.91, 1.40, -0.80], [-3.43, 0.92, 0.93], [-2.99, -1.50, -0.14], [-4.69, -1.00, 0.22], [-3.36, -1.09, -2.64], [-4.97, -0.30, -2.32], [-6.61, -5.25, -1.16], [-6.98, -6.36, 1.37], [-7.14, -1.97, 1.83], [-3.59, 4.47, 1.30], [-3.77, 3.20, 0.05], [-3.38, 2.72, 1.79]]
}

***

{
  "formula": "C30H39N4O3",
  "method": "wB97M-V/def2-TZVPD",
  "lumo_ha": -0.1165,
  "gap_ev": 7.24,
  "mol_weight_g_mol": 503.67,
  "charge": 1,
  "symbols": ["C", "O", "C", "C", "C", "C", "C", "O", "C", "C", "N", "C", "C", "C", "C", "C", "C", "C", "C", "C", "C", "O", "N", "C", "C", "C", "H", "H", "H", "H", "H", "H", "H", "H", "H", "H", "H", "H", "H", "H", "H", "H", "H", "H", "H", "H", "H", "C", "C", "C", "N", "C", "C", "C", "C", "C", "N", "C", "H", "H", "H", "H", "H", "H", "H", "H", "H", "H", "H", "H", "H", "H", "H", "H", "H", "H"],
  "coordinates": [[1.80, 1.33, 3.08], [2.16, 0.17, 2.30], [3.22, 0.20, 1.45], [4.08, 1.30, 1.25], [5.20, 1.14, 0.44], [5.48, -0.07, -0.19], [4.60, -1.16, -0.01], [4.79, -2.40, -0.51], [5.93, -2.68, -1.36], [3.44, -0.99, 0.76], [2.66, -2.14, 1.06], [1.31, -2.28, 1.01], [0.48, -1.33, 0.29], [-0.95, -1.47, 0.36], [-1.85, -0.37, 0.19], [-3.30, -0.67, 0.58], [-3.95, 0.27, 1.39], [-5.21, -0.03, 1.93], [-5.84, -1.24, 1.65], [-5.19, -2.18, 0.84], [-3.90, -1.92, 0.36], [1.03, -0.41, -0.40], [1.01, -3.44, 1.65], [-0.29, -4.01, 1.97], [2.19, -4.04, 2.06], [3.20, -3.25, 1.69], [1.02, 0.98, 3.76], [2.64, 1.72, 3.66], [1.40, 2.12, 2.43], [3.86, 2.26, 1.74], [5.88, 1.97, 0.29], [6.36, -0.20, -0.82], [5.83, -3.73, -1.62], [5.92, -2.05, -2.26], [6.88, -2.52, -0.81], [-1.36, -2.46, 0.46], [-1.52, 0.65, 0.40], [-3.42, 1.20, 1.64], [-5.67, 0.69, 2.62], [-6.85, -1.44, 2.02], [-5.67, -3.15, 0.63], [-3.36, -2.74, -0.14], [-0.15, -4.75, 2.76], [-0.98, -3.24, 2.33], [-0.73, -4.53, 1.11], [2.21, -4.96, 2.61], [4.26, -3.34, 1.82], [0.88, 4.02, -0.25], [-0.28, 4.70, 0.51], [-1.57, 4.20, -0.17], [-1.18, 2.99, -0.88], [-2.11, 2.59, -1.90], [-1.77, 1.29, -2.59], [-2.87, 0.83, -3.54], [-2.77, -0.70, -3.58], [-1.97, -1.10, -2.35], [-1.53, 0.14, -1.69], [0.23, 3.07, -1.27], [1.52, 4.74, -0.75], [1.50, 3.43, 0.43], [-0.28, 4.39, 1.55], [-0.21, 5.79, 0.48], [-2.37, 3.99, 0.55], [-1.96, 4.98, -0.85], [-3.12, 2.54, -1.44], [-2.18, 3.38, -2.68], [-0.83, 1.46, -3.15], [-3.83, 1.13, -3.10], [-2.81, 1.30, -4.53], [-3.75, -1.18, -3.57], [-2.23, -1.06, -4.45], [-2.60, -1.66, -1.67], [-1.09, -1.73, -2.55], [-0.52, 0.08, -1.53], [0.36, 3.46, -2.30], [0.69, 2.08, -1.26]]
}

***

Which value of charge does entry 1 give?
+1

***

Repeat the first record exactly.
{
  "formula": "C30H39N4O2S2",
  "method": "wB97M-V/def2-TZVPD",
  "lumo_ha": -0.1683,
  "smiles": "COC[n+]1cc(OC#N)c2c(CC[C@@H](C)CCC=C(C)C)ccc(CCCSC(=S)n3ccnc3)c2c1C",
  "gap_ev": 4.63,
  "mol_weight_g_mol": 551.80,
  "charge": 1,
  "symbols": ["C", "O", "C", "N", "C", "C", "O", "C", "N", "C", "C", "C", "C", "C", "C", "C", "C", "C", "C", "C", "C", "C", "C", "C", "C", "C", "C", "S", "C", "S", "N", "C", "C", "N", "C", "C", "C", "C", "H", "H", "H", "H", "H", "H", "H", "H", "H", "H", "H", "H", "H", "H", "H", "H", "H", "H", "H", "H", "H", "H", "H", "H", "H", "H", "H", "H", "H", "H", "H", "H", "H", "H", "H", "H", "H", "H", "H"],
  "coordinates": [[-0.50, 4.94, 3.76], [-1.68, 5.42, 3.08], [-1.44, 5.69, 1.73], [-0.91, 4.50, 0.97], [0.47, 4.60, 0.66], [1.18, 3.58, -0.06], [2.55, 3.85, -0.34], [2.54, 4.48, -1.56], [2.53, 4.99, -2.59], [0.46, 2.33, -0.45], [1.17, 1.21, -1.16], [2.71, 1.23, -1.50], [3.34, -0.23, -1.66], [4.93, -0.23, -1.84], [5.54, 1.23, -1.93], [5.68, -1.14, -0.77], [5.08, -2.61, -0.70], [4.60, -2.94, 0.77], [3.94, -4.12, 1.12], [2.51, -4.17, 1.78], [4.65, -5.53, 0.89], [0.42, 0.03, -1.57], [-1.04, -0.05, -1.23], [-1.77, 1.00, -0.49], [-3.27, 0.70, -0.17], [-3.79, -0.76, -0.42], [-4.23, -1.04, -1.93], [-5.04, -2.71, -2.01], [-6.62, -2.50, -1.08], [-7.68, -1.35, -1.60], [-6.83, -3.34, 0.08], [-6.77, -4.72, -0.19], [-6.98, -5.26, 1.17], [-7.16, -4.20, 2.06], [-7.07, -2.99, 1.41], [-1.01, 2.26, -0.10], [-1.69, 3.41, 0.61], [-3.20, 3.47, 0.98], [0.45, 5.44, 3.41], [-0.59, 5.10, 4.87], [-0.44, 3.83, 3.56], [-0.72, 6.55, 1.60], [-2.38, 6.03, 1.20], [1.04, 5.53, 0.96], [3.22, 1.65, -0.58], [2.93, 1.84, -2.42], [2.89, -0.80, -2.51], [3.13, -0.74, -0.67], [5.14, -0.72, -2.84], [5.21, 1.79, -2.85], [6.66, 1.10, -2.02], [5.37, 1.82, -0.99], [6.75, -1.23, -1.12], [5.72, -0.66, 0.25], [4.21, -2.79, -1.38], [5.88, -3.37, -0.98], [4.81, -2.22, 1.62], [2.16, -5.25, 1.84], [2.50, -3.75, 2.83], [1.73, -3.63, 1.17], [4.22, -6.26, 1.64], [5.75, -5.43, 1.09], [4.41, -5.86, -0.16], [0.87, -0.83, -2.14], [-1.54, -1.00, -1.58], [-3.91, 1.40, -0.80], [-3.43, 0.92, 0.93], [-2.99, -1.50, -0.14], [-4.69, -1.00, 0.22], [-3.36, -1.09, -2.64], [-4.97, -0.30, -2.32], [-6.61, -5.25, -1.16], [-6.98, -6.36, 1.37], [-7.14, -1.97, 1.83], [-3.59, 4.47, 1.30], [-3.77, 3.20, 0.05], [-3.38, 2.72, 1.79]]
}